1.
ORCA calculation (the ωB97M-V functional and the def2-TZVPD basis) on 2 unconnected molecules or ions with the total composition C5H8FN3OS.

Geometry as XYZ:
```
19
Properties=species:S:1:pos:R:3:forces:R:3
S -0.3755 -0.1976 3.1773 1.0 1.3 -1.0
F 1.2375 2.7450 1.0773 0.1 0.5 -0.5
O -0.7856 -1.5695 3.3459 -0.5 -1.0 -0.1
N -0.1885 1.2465 -1.8189 -0.5 0.1 0.6
N -0.5829 0.4156 -0.7888 1.5 2.1 -0.2
N 1.2850 -0.2473 3.2768 -0.5 -2.7 0.6
C -1.2744 -0.8256 -1.0806 -0.9 0.1 0.0
C -0.0787 0.8793 0.3926 -0.2 0.2 -0.9
C -0.4651 -1.7112 -1.9894 0.8 1.7 0.6
C 0.4776 2.2809 -1.2685 0.5 0.3 -0.7
C 0.6072 2.0756 0.0914 -1.0 -2.0 1.7
H -1.2813 -1.2861 -0.0731 -1.2 0.1 -0.6
H 0.8886 3.1544 -1.8461 -0.6 -1.4 0.4
H 1.7996 0.4612 2.8832 0.9 2.8 -0.9
H -2.2848 -0.6222 -1.6496 1.7 -0.2 1.8
H -1.0559 -2.4614 -2.3805 -1.2 -1.3 -1.4
H 1.6862 -1.0876 2.8396 -0.6 0.0 0.5
H 0.0462 -1.0653 -2.6675 -0.2 0.2 -1.3
H 0.3448 -2.1846 -1.5211 1.1 -0.8 1.3
```
Forces are in eV/Å.

The value obtained for the LUMO energy (spin up / spin down) is -0.980 / -1.795 eV. As for the HOMO-LUMO gap (spin up / spin down): 8.00 / 6.68 eV. The value obtained for the highest occupied orbital energy (spin up / spin down) is -0.3300 / -0.3116 Ha.

***

2.
ORCA calculation (the ωB97M-V functional and the def2-TZVPD basis) on a single C5H8FNO2 molecule.

Geometry as XYZ:
```
17
Properties=species:S:1:pos:R:3:forces:R:3
F -1.3222 1.8876 -0.3493 0.2 1.0 -1.3
O 1.2455 -1.8537 -1.0413 1.1 -0.7 -0.9
O 2.1438 -0.2829 0.2926 -2.9 -1.3 -2.3
N -1.0495 -0.6708 -1.3220 -4.6 -1.0 1.4
C 1.1670 -0.7618 -0.3531 2.3 1.5 4.2
C -0.2599 -0.2661 -0.1024 1.1 2.0 -3.2
C -0.1841 1.3129 0.1379 1.0 -1.5 2.1
C -0.4868 1.0327 1.6286 6.6 -3.6 -1.8
C -0.7976 -0.5063 1.3140 5.2 0.3 1.6
H 0.5649 1.0948 2.0652 -1.5 -0.1 0.1
H 0.8959 1.7790 0.0110 -2.7 -0.3 -0.6
H -1.1340 0.0087 -2.1267 0.4 -0.6 1.7
H 0.4187 -1.9327 -1.5375 -0.8 -0.1 -0.1
H -1.7804 -0.4510 1.1738 -4.4 -1.3 0.2
H -1.0740 1.6943 2.0657 -3.2 2.5 2.2
H -2.2024 -0.9035 -1.0034 4.6 1.0 -1.3
H -0.1871 -1.3576 1.9882 -2.4 2.3 -1.9
```
Forces are in eV/Å.

The value obtained for the LUMO energy is 0.547 eV. As for the HOMO-LUMO gap: 10.39 eV. The value obtained for the highest occupied orbital energy is -0.3618 Ha.

***

3.
ORCA calculation (the ωB97M-V functional and the def2-TZVPD basis) on a single C5H8FNO2 molecule.

Geometry as XYZ:
```
17
Properties=species:S:1:pos:R:3:forces:R:3
F 1.8641 -1.6050 -0.1233 -0.2 -0.4 -0.3
O -1.2632 -1.6555 1.1171 0.2 1.4 -1.3
O -1.7808 -1.1452 -1.0129 0.7 1.0 0.4
N -1.0883 1.5983 0.2388 -1.1 -0.9 -1.1
C 1.7645 -0.2324 -0.1178 1.4 1.3 1.1
C -0.3131 0.3640 0.1233 1.7 0.0 0.0
C -1.1305 -0.8924 0.1694 -1.2 -2.0 0.4
C 0.7371 0.3468 -1.0684 -1.5 -0.9 0.7
C 0.9083 0.1980 1.1094 -0.5 0.3 -1.0
H 1.0480 1.1985 1.5343 0.7 -0.4 0.0
H 1.0091 1.3396 -1.3579 0.0 0.6 -0.2
H 0.8829 -0.6121 1.8337 -0.3 0.3 0.2
H -1.7760 1.5690 -0.5609 0.9 0.3 0.9
H -1.6858 1.4964 1.0541 0.0 0.2 0.2
H 2.8097 0.1656 -0.1656 -0.9 -0.3 -0.1
H -2.3543 -1.8948 -0.8687 -0.3 -0.6 0.2
H 0.3683 -0.2389 -1.9045 0.5 -0.1 -0.3
```
Forces are in eV/Å.

The value obtained for the LUMO energy is 0.682 eV. As for the HOMO-LUMO gap: 10.70 eV. The value obtained for the highest occupied orbital energy is -0.3682 Ha.

***

4.
ORCA calculation (the ωB97M-V functional and the def2-TZVPD basis) on a single C5H8FNO2 molecule.

Geometry as XYZ:
```
17
Properties=species:S:1:pos:R:3:forces:R:3
F -3.0281 -0.3934 -0.0741 1.9 -0.6 0.2
O 1.0020 -1.8877 0.2233 0.9 -0.2 -0.3
O 2.5428 -0.3003 -0.1764 1.1 -1.1 -0.6
N 0.6942 1.7816 0.1588 1.1 -2.0 -3.3
C -0.8260 0.0215 1.1650 -4.1 5.0 -8.5
C 0.2540 0.3343 0.0920 -0.1 3.0 0.9
C -1.5799 -0.7015 -0.0315 -2.9 -0.6 0.3
C 1.3260 -0.7357 0.0510 -2.6 0.4 0.7
C -0.8163 0.1198 -0.9750 1.6 0.6 -3.3
H -0.5314 -0.6165 1.7401 2.9 -6.5 7.8
H 3.0043 -1.1525 -0.3460 0.4 0.7 0.2
H 1.2482 1.8742 0.9854 0.7 0.3 0.4
H -0.4463 -0.3370 -1.9348 -0.5 0.1 0.8
H 1.3630 1.8249 -0.7185 -1.4 0.5 2.5
H -1.2316 1.1002 -1.2920 -0.1 -0.6 0.7
H -1.4889 0.8915 1.3789 1.0 -0.7 0.5
H -1.4863 -1.8234 -0.2458 -0.1 1.7 1.0
```
Forces are in eV/Å.

The value obtained for the LUMO energy is 0.430 eV. As for the HOMO-LUMO gap: 10.43 eV. The value obtained for the highest occupied orbital energy is -0.3675 Ha.

***

5.
ORCA calculation (the ωB97M-V functional and the def2-TZVPD basis) on a single C5H8FNS molecule.

Geometry as XYZ:
```
16
Properties=species:S:1:pos:R:3:forces:R:3
S -1.2231 1.5565 1.0077 -0.1 0.3 0.3
F 1.5796 -1.2984 1.6566 -0.2 0.2 -0.2
N 1.8541 0.0246 -0.8110 0.0 -0.6 -0.1
C 0.3361 0.6853 1.0415 -1.3 0.1 0.3
C 0.4146 -0.7929 1.1074 -1.3 -1.6 0.3
C -0.6711 0.0099 -1.1247 0.5 0.4 0.0
C 0.5546 -0.0774 -0.2095 0.1 0.0 -0.3
C -1.8634 0.4644 -0.2709 0.1 -1.0 0.0
H -0.4133 0.8156 -1.8452 -0.2 -0.7 0.1
H -0.8908 -0.9541 -1.6223 0.2 0.6 0.0
H -2.3082 -0.4127 0.2145 -0.1 0.2 -0.1
H 2.4951 0.2585 -0.0603 0.2 0.0 -0.3
H -0.4479 -1.4908 1.3261 1.0 1.1 -0.2
H 2.1098 -0.9182 -1.1094 0.2 0.3 -0.1
H 1.1120 1.1865 1.5567 0.8 0.6 0.2
H -2.6382 0.9431 -0.8571 0.0 0.2 0.0
```
Forces are in eV/Å.

The value obtained for the LUMO energy is 0.909 eV. As for the HOMO-LUMO gap: 9.49 eV. The value obtained for the highest occupied orbital energy is -0.3152 Ha.

***

6.
ORCA calculation (the ωB97M-V functional and the def2-TZVPD basis) on a single C5H8FNS molecule.

Geometry as XYZ:
```
16
Properties=species:S:1:pos:R:3:forces:R:3
S 2.9134 -1.2889 0.0617 0.4 0.6 0.4
F -3.2834 -0.7461 -0.0137 2.4 -0.8 0.6
N -1.1749 1.1354 0.1424 3.7 -2.8 -0.7
C -1.9436 -1.2840 0.1951 -0.1 -1.9 -1.8
C 1.9656 1.3223 0.0268 1.1 -0.9 3.8
C 1.7032 -0.1725 0.0944 0.5 -1.8 -1.7
C -0.8357 -0.2791 0.0133 -1.6 2.6 1.4
C 0.3992 -0.8042 -0.1209 -1.7 -1.1 -1.0
H 1.6008 1.6981 -0.8650 -0.8 1.1 -1.7
H 0.1580 -1.9003 -0.5395 2.1 2.1 1.5
H 1.5160 1.7904 0.9380 -0.3 -0.1 -0.9
H -1.6553 -2.0084 -0.7588 -1.5 1.2 2.6
H -0.4464 1.5000 -0.5068 -1.5 0.8 0.9
H -2.1147 1.3372 -0.0696 -1.1 0.2 -0.5
H -1.8482 -1.8671 1.2178 -0.7 1.3 -2.2
H 3.0458 1.5672 0.1849 -0.8 -0.6 -0.6
```
Forces are in eV/Å.

The value obtained for the LUMO energy is -0.374 eV. As for the HOMO-LUMO gap: 7.93 eV. The value obtained for the highest occupied orbital energy is -0.3052 Ha.

***

Energy per entry: -25380.0549; -13614.5251; -13616.8304; -13615.3993; -20356.5021; -20354.8989 eV
Energy relative to the best compared isomer or geometry (same formula, charge and spin) per entry: 87.3; 53.4; 0.3; 33.3; 11.5; 48.4 kcal per mole